1:
{"formula": "C4H12O2S2", "method": "the ωB97M-V functional and the def2-TZVPD basis", "species": ["C", "S", "O", "C", "H", "H", "H", "H", "H", "H", "C", "S", "O", "C", "H", "H", "H", "H", "H", "H"], "coordinates": [[1.31, -0.21, 0.34], [0.98, 1.49, -0.42], [-0.49, 1.83, -0.57], [1.59, 2.37, 1.05], [2.26, -0.59, -0.06], [0.58, -0.90, -0.09], [1.26, -0.28, 1.43], [2.67, 2.30, 0.94], [1.17, 1.92, 1.95], [1.22, 3.39, 1.02], [-0.44, -0.84, -1.68], [-2.16, -0.65, -1.04], [-2.88, -1.88, -1.54], [-1.80, -1.26, 0.71], [0.16, -0.12, -1.12], [-0.40, -0.62, -2.75], [0.04, -1.79, -1.49], [-2.69, -1.60, 1.25], [-1.30, -0.46, 1.25], [-1.10, -2.09, 0.79]], "spin_multiplicity": 1, "homo_energy_ev": -8.7, "charge": 0, "homo_lumo_gap_ev": 9.2}

2:
{"formula": "C4H12O2S2", "method": "the ωB97M-V functional and the def2-TZVPD basis", "species": ["C", "S", "S", "C", "C", "C", "O", "H", "H", "H", "H", "H", "H", "H", "H", "H", "H", "O", "H", "H"], "coordinates": [[-0.92, -2.36, 0.81], [-1.86, -1.13, 1.82], [-0.38, 0.12, 2.45], [0.27, 0.74, 0.86], [-0.69, 1.28, -0.23], [-0.30, 2.66, -0.66], [1.09, 2.61, -1.08], [-0.18, -2.15, 0.05], [-0.69, -3.18, 1.49], [-1.69, -2.70, 0.10], [1.00, 1.50, 1.13], [0.84, -0.12, 0.44], [-1.70, 1.19, 0.20], [-0.55, 0.55, -1.03], [-0.94, 2.88, -1.53], [-0.18, 3.43, 0.12], [1.20, 2.03, -1.84], [1.98, -2.53, -1.28], [1.86, -3.23, -0.65], [1.85, -1.57, -1.17]], "spin_multiplicity": 1, "homo_energy_ev": -8.5, "smiles": "CSSCCCO.O", "charge": 0, "homo_lumo_gap_ev": 8.9}

Stability ranking, top and bottom: 2 is the most stable and 1 is the least stable.

1:
{"formula": "C47H42Br2FeN4O5PSe", "method": "the ωB97M-V functional and the def2-TZVPD basis", "species": ["Fe", "Se", "N", "C", "C", "C", "C", "C", "N", "C", "C", "N", "C", "C", "C", "C", "C", "N", "H", "H", "H", "H", "H", "H", "O", "C", "O", "C", "P", "C", "C", "C", "C", "C", "C", "C", "C", "C", "C", "C", "C", "H", "H", "H", "H", "H", "H", "H", "H", "H", "H", "H", "H", "C", "C", "C", "C", "C", "C", "C", "Br", "C", "O", "C", "C", "C", "C", "C", "C", "H", "H", "H", "H", "H", "H", "H", "H", "H", "H", "H", "H", "H", "H", "H", "H", "H", "H", "H", "H", "Br", "C", "C", "C", "C", "C", "C", "C", "O", "O", "H", "H", "H", "H"], "coordinates": [[-0.18, 0.57, 0.40], [-4.03, 7.00, -0.92], [-3.30, 6.33, 0.56], [-2.69, 5.23, 0.21], [-1.99, 4.36, 1.16], [-1.93, 4.63, 2.53], [-1.30, 3.73, 3.35], [-0.74, 2.58, 2.79], [-0.80, 2.31, 1.50], [-1.40, 3.19, 0.68], [-1.44, 2.86, -0.74], [-0.78, 1.75, -1.10], [-0.69, 1.44, -2.38], [-1.31, 2.19, -3.37], [-2.02, 3.31, -3.02], [-2.08, 3.67, -1.67], [-2.75, 4.87, -1.19], [-3.42, 5.69, -1.96], [-2.39, 5.53, 2.91], [-1.22, 3.89, 4.41], [-0.22, 1.87, 3.42], [-0.09, 0.57, -2.61], [-1.21, 1.89, -4.41], [-2.53, 3.93, -3.75], [0.88, 0.21, 4.05], [0.34, -0.43, 3.17], [0.67, -0.46, 1.92], [-0.89, -1.32, 3.47], [-1.17, -2.14, 1.87], [-2.77, -2.96, 1.86], [-3.78, -2.63, 2.77], [-5.01, -3.26, 2.70], [-5.26, -4.19, 1.70], [-4.27, -4.50, 0.77], [-3.03, -3.88, 0.85], [0.07, -3.46, 1.78], [1.31, -3.23, 1.18], [2.27, -4.23, 1.17], [2.00, -5.46, 1.76], [0.77, -5.70, 2.35], [-0.20, -4.70, 2.36], [-1.72, -0.72, 3.82], [-0.64, -2.06, 4.23], [-3.60, -1.89, 3.54], [-5.78, -3.02, 3.42], [-6.22, -4.68, 1.64], [-4.46, -5.21, -0.02], [-2.26, -4.13, 0.13], [1.52, -2.27, 0.74], [3.23, -4.04, 0.71], [2.76, -6.24, 1.75], [0.56, -6.65, 2.81], [-1.16, -4.90, 2.83], [-5.85, -3.86, -2.66], [-5.97, -2.34, -2.79], [-7.41, -1.95, -2.49], [-5.64, -1.93, -4.24], [-4.98, -1.66, -1.84], [-3.62, -1.93, -1.94], [-2.73, -1.30, -1.09], [-0.89, -1.73, -1.24], [-3.10, -0.40, -0.07], [-2.20, 0.17, 0.70], [-4.49, -0.15, 0.06], [-5.36, -0.77, -0.85], [-5.13, 0.83, 1.06], [-4.21, 1.28, 2.20], [-5.56, 2.08, 0.28], [-6.36, 0.20, 1.73], [-6.53, -4.35, -3.36], [-6.11, -4.18, -1.65], [-4.84, -4.21, -2.88], [-8.08, -2.48, -3.16], [-7.58, -0.88, -2.64], [-7.69, -2.20, -1.46], [-6.34, -2.41, -4.93], [-4.63, -2.22, -4.52], [-5.73, -0.85, -4.36], [-3.23, -2.61, -2.69], [-6.41, -0.53, -0.76], [-3.36, 1.83, 1.84], [-3.85, 0.43, 2.78], [-4.79, 1.93, 2.87], [-4.72, 2.50, -0.27], [-5.94, 2.85, 0.97], [-6.36, 1.86, -0.43], [-6.06, -0.65, 2.35], [-7.11, -0.15, 1.02], [-6.84, 0.94, 2.38], [5.34, 5.35, 2.01], [4.50, 3.91, 1.11], [5.00, 3.47, -0.10], [4.38, 2.42, -0.75], [3.25, 1.81, -0.21], [2.79, 2.25, 1.02], [3.40, 3.30, 1.69], [2.61, 0.68, -1.00], [3.22, 0.25, -1.97], [1.45, 0.24, -0.65], [5.87, 3.95, -0.53], [4.75, 2.06, -1.70], [1.96, 1.74, 1.48], [3.04, 3.63, 2.66]], "spin_multiplicity": 2, "homo_energy_ev": [-7.6, -7.7], "charge": 0, "homo_lumo_gap_ev": [6.5, 5.5]}

2:
{"formula": "C47H42Br2FeN4O5PSe", "method": "the ωB97M-V functional and the def2-TZVPD basis", "species": ["Fe", "Se", "N", "C", "C", "C", "C", "C", "N", "C", "C", "N", "C", "C", "C", "C", "C", "N", "H", "H", "H", "H", "H", "H", "O", "C", "O", "C", "P", "C", "C", "C", "C", "C", "C", "C", "C", "C", "C", "C", "C", "H", "H", "H", "H", "H", "H", "H", "H", "H", "H", "H", "H", "C", "C", "C", "C", "C", "C", "C", "Br", "C", "O", "C", "C", "C", "C", "C", "C", "H", "H", "H", "H", "H", "H", "H", "H", "H", "H", "H", "H", "H", "H", "H", "H", "H", "H", "H", "H", "Br", "C", "C", "C", "C", "C", "C", "C", "O", "O", "H", "H", "H", "H"], "coordinates": [[-0.53, -1.54, -0.40], [-5.77, -6.94, 0.94], [-5.12, -6.22, -0.56], [-4.25, -5.31, -0.19], [-3.49, -4.50, -1.13], [-3.62, -4.59, -2.52], [-2.87, -3.74, -3.31], [-1.99, -2.85, -2.70], [-1.81, -2.80, -1.39], [-2.58, -3.58, -0.62], [-2.43, -3.38, 0.81], [-1.57, -2.41, 1.17], [-1.35, -2.20, 2.46], [-1.99, -2.94, 3.45], [-2.89, -3.92, 3.09], [-3.13, -4.15, 1.74], [-4.06, -5.15, 1.23], [-4.78, -5.92, 2.00], [-4.32, -5.29, -2.94], [-2.96, -3.74, -4.38], [-1.41, -2.15, -3.29], [-0.65, -1.42, 2.71], [-1.76, -2.74, 4.49], [-3.41, -4.51, 3.83], [1.90, -4.59, -1.26], [1.53, -3.46, -1.04], [0.35, -3.20, -0.52], [2.36, -2.22, -1.35], [1.21, -0.86, -1.83], [1.22, -1.14, -3.63], [1.81, -0.21, -4.49], [1.89, -0.48, -5.85], [1.38, -1.66, -6.36], [0.81, -2.60, -5.51], [0.74, -2.33, -4.14], [2.23, 0.60, -1.44], [1.73, 1.75, -0.84], [2.59, 2.76, -0.44], [3.96, 2.65, -0.65], [4.47, 1.52, -1.26], [3.61, 0.50, -1.64], [3.12, -2.44, -2.09], [2.84, -1.93, -0.41], [2.19, 0.72, -4.10], [2.34, 0.25, -6.51], [1.44, -1.87, -7.42], [0.45, -3.54, -5.89], [0.36, -3.10, -3.48], [0.67, 1.84, -0.66], [2.19, 3.64, 0.06], [4.62, 3.45, -0.34], [5.53, 1.42, -1.44], [4.03, -0.39, -2.10], [4.19, 3.55, 3.68], [3.57, 2.40, 4.48], [4.70, 1.52, 5.01], [2.81, 2.98, 5.69], [2.61, 1.62, 3.59], [2.73, 0.27, 3.34], [1.84, -0.35, 2.48], [1.99, -2.25, 2.40], [0.83, 0.32, 1.76], [0.13, -0.25, 0.80], [0.61, 1.67, 2.15], [1.52, 2.26, 3.02], [-0.61, 2.54, 1.79], [-1.59, 1.94, 0.79], [-0.17, 3.89, 1.21], [-1.40, 2.80, 3.09], [4.88, 4.13, 4.30], [3.43, 4.24, 3.30], [4.74, 3.16, 2.82], [5.39, 2.12, 5.61], [5.28, 1.07, 4.19], [4.33, 0.71, 5.64], [3.50, 3.50, 6.36], [2.32, 2.19, 6.25], [2.05, 3.69, 5.37], [3.49, -0.33, 3.81], [1.36, 3.30, 3.27], [-1.12, 1.76, -0.17], [-2.41, 2.65, 0.64], [-2.01, 0.99, 1.13], [0.41, 3.75, 0.30], [0.43, 4.49, 1.90], [-1.05, 4.48, 0.94], [-1.77, 1.86, 3.51], [-2.26, 3.44, 2.89], [-0.79, 3.29, 3.85], [-6.47, 3.95, -3.82], [-4.96, 2.94, -3.30], [-3.76, 3.11, -3.98], [-2.66, 2.37, -3.59], [-2.75, 1.48, -2.53], [-3.95, 1.32, -1.86], [-5.07, 2.05, -2.24], [-1.53, 0.69, -2.12], [-0.45, 0.91, -2.67], [-1.75, -0.20, -1.23], [-3.70, 3.80, -4.81], [-1.71, 2.48, -4.10], [-4.01, 0.62, -1.04], [-6.01, 1.94, -1.72]], "spin_multiplicity": 2, "homo_energy_ev": [-7.5, -7.5], "charge": 0, "homo_lumo_gap_ev": [6.3, 6.3]}

Stability ranking, top and bottom: 2 is the most stable and 1 is the least stable.

1:
{"formula": "CH5FN2", "method": "the ωB97M-V functional and the def2-TZVPD basis", "species": ["C", "N", "N", "F", "H", "H", "H", "H", "H"], "coordinates": [[-0.23, 0.31, -0.47], [-0.18, 0.10, 0.96], [0.67, -0.73, 1.52], [2.09, -0.16, 1.46], [0.51, 1.08, -0.94], [-0.19, -0.74, -0.96], [-1.21, 0.66, -0.79], [-0.39, 0.97, 1.50], [0.74, -1.74, 1.15]], "spin_multiplicity": 1, "homo_energy_ev": -9.5, "smiles": "CNNF", "charge": 0, "homo_lumo_gap_ev": 10.6}

2:
{"formula": "CH5FN2", "method": "the ωB97M-V functional and the def2-TZVPD basis", "species": ["C", "N", "N", "F", "H", "H", "H", "H", "H"], "coordinates": [[-0.67, -0.62, 0.23], [0.24, 1.32, -0.46], [-0.61, 0.40, -0.74], [0.09, -0.51, -2.16], [0.27, -1.01, 0.79], [-1.34, -0.47, 1.03], [-1.00, -1.51, -0.20], [0.97, 1.11, 0.19], [0.36, 2.11, -1.22]], "spin_multiplicity": 1, "homo_energy_ev": -9.7, "charge": 0, "homo_lumo_gap_ev": 10.3}

Stability ranking, top and bottom: 1 is the most stable and 2 is the least stable.

1:
{"formula": "C2H2N2O2", "method": "the ωB97M-V functional and the def2-TZVPD basis", "species": ["O", "C", "N", "N", "C", "O", "H", "H"], "coordinates": [[2.02, 0.08, -0.16], [0.65, -0.14, -0.04], [-0.16, -1.11, 0.11], [-1.45, -0.72, -0.18], [-1.28, 0.60, -0.10], [0.00, 1.01, 0.06], [2.36, -0.93, 0.21], [-2.12, 1.21, 0.11]], "spin_multiplicity": 1, "homo_energy_ev": -9.9, "smiles": "Oc1nnco1", "charge": 0, "homo_lumo_gap_ev": 10.2}

2:
{"formula": "C2H2N2O2", "method": "the ωB97M-V functional and the def2-TZVPD basis", "species": ["O", "C", "C", "N", "O", "N", "H", "H"], "coordinates": [[-0.15, 1.74, 0.04], [-0.06, 0.42, 0.22], [-0.04, -0.63, -0.66], [0.77, -1.41, 0.15], [0.22, -1.28, 1.44], [-0.43, -0.06, 1.45], [-0.29, 1.95, -0.90], [-0.02, -0.72, -1.74]], "spin_multiplicity": 1, "homo_energy_ev": [-9.5, -9.5], "smiles": "Oc1cnon1", "charge": 0, "homo_lumo_gap_ev": [9.2, 9.2]}

Stability ranking, top and bottom: 1 is the most stable and 2 is the least stable.

1:
{"formula": "C2H2N2O2", "method": "the ωB97M-V functional and the def2-TZVPD basis", "species": ["C", "C", "N", "N", "O", "O", "H", "H"], "coordinates": [[-1.82, 0.88, 0.55], [2.97, -0.11, 0.59], [-1.97, -1.04, -0.94], [-1.82, 0.05, -0.38], [2.63, -0.41, -0.46], [3.29, 0.16, 1.66], [-2.04, 1.83, 0.41], [-1.23, -1.36, -1.43]], "spin_multiplicity": 1, "homo_energy_ev": -9.3, "charge": 0, "homo_lumo_gap_ev": 9.7}

2:
{"formula": "C2H2N2O2", "method": "the ωB97M-V functional and the def2-TZVPD basis", "species": ["C", "C", "N", "N", "O", "O", "H", "H"], "coordinates": [[-0.62, -1.29, 0.05], [3.11, 0.40, 0.01], [-0.85, 0.97, -0.86], [-0.60, -0.17, -0.42], [3.29, 1.42, 0.55], [2.88, -0.60, -0.52], [0.00, -1.89, 0.73], [-1.45, 1.58, -0.43]], "spin_multiplicity": 1, "homo_energy_ev": -9.1, "charge": 0, "homo_lumo_gap_ev": 9.6}

Stability ranking, top and bottom: 2 is the most stable and 1 is the least stable.

1:
{"formula": "CH8NO2", "method": "the ωB97M-V functional and the def2-TZVPD basis", "species": ["C", "N", "H", "H", "H", "H", "H", "H", "O", "H", "H", "O"], "coordinates": [[0.30, 0.77, 0.91], [0.01, 1.06, -0.29], [1.01, 1.40, 1.43], [-0.23, 0.11, 1.56], [-0.78, 0.67, -0.83], [0.32, 1.97, -0.60], [-1.49, -1.14, -2.53], [-2.55, -0.07, -2.31], [-1.73, -0.41, -1.94], [1.51, -1.87, 0.88], [1.86, -1.39, 2.32], [1.78, -1.10, 1.41]], "spin_multiplicity": 1, "homo_energy_ev": -16.1, "charge": 1, "homo_lumo_gap_ev": 11.6}

2:
{"formula": "CH8NO2", "method": "the ωB97M-V functional and the def2-TZVPD basis", "species": ["O", "H", "H", "H", "N", "C", "O", "H", "H", "H", "H", "H"], "coordinates": [[1.11, -1.74, -1.26], [-1.76, 0.75, -0.20], [1.18, -2.55, -1.77], [1.71, -1.12, -1.69], [-0.99, 0.08, -0.07], [0.00, 0.55, 0.95], [-0.21, 1.94, 0.91], [-1.49, -0.79, 0.10], [-0.57, -0.04, -1.00], [1.00, 0.28, 0.64], [-0.34, 0.19, 1.92], [0.37, 2.45, 1.49]], "spin_multiplicity": 1, "homo_energy_ev": -16.0, "charge": 1, "homo_lumo_gap_ev": 12.4}

Stability ranking, top and bottom: 2 is the most stable and 1 is the least stable.

1:
{"formula": "C4H6FN", "method": "the ωB97M-V functional and the def2-TZVPD basis", "species": ["C", "C", "C", "N", "C", "F", "H", "H", "H", "H", "H", "H"], "coordinates": [[-1.36, 1.84, -0.75], [-0.87, 0.98, -0.09], [-0.16, -0.10, 0.51], [-0.71, -1.37, 0.12], [1.35, -0.04, 0.19], [1.99, -1.13, 0.78], [-1.96, 2.55, -1.34], [-0.32, 0.03, 1.56], [-0.14, -2.21, 0.22], [-1.09, -1.32, -0.83], [1.75, 0.91, 0.54], [1.52, -0.14, -0.91]], "spin_multiplicity": 1, "homo_energy_ev": -9.4, "smiles": "C#C[C@@H](N)CF", "charge": 0, "homo_lumo_gap_ev": 10.5}

2:
{"formula": "C4H6FN", "method": "the ωB97M-V functional and the def2-TZVPD basis", "species": ["F", "C", "C", "N", "C", "C", "H", "H", "H", "H", "H", "H"], "coordinates": [[-3.31, -0.10, 0.20], [-2.04, -0.30, -0.26], [-0.93, 0.31, 0.13], [0.25, 0.10, -0.50], [1.27, -0.75, 0.11], [1.53, 0.70, -0.11], [-1.96, -1.06, -1.10], [-1.06, 1.09, 1.01], [1.77, -1.41, -0.56], [1.27, -1.07, 1.20], [1.25, 1.35, 0.84], [1.95, 1.14, -0.96]], "spin_multiplicity": 1, "homo_energy_ev": -8.8, "smiles": "F/C=C/N1CC1", "charge": 0, "homo_lumo_gap_ev": 10.0}

Stability ranking, top and bottom: 1 is the most stable and 2 is the least stable.

1:
{"formula": "C4H11O3", "method": "the ωB97M-V functional and the def2-TZVPD basis", "species": ["C", "C", "C", "O", "C", "O", "H", "H", "H", "H", "H", "H", "H", "H", "H", "H", "H", "O"], "coordinates": [[0.76, -0.55, -1.31], [-0.62, -1.02, -0.86], [-0.67, -1.40, 0.61], [-0.64, -0.32, 1.47], [1.15, 0.90, -1.01], [1.02, 1.39, 0.30], [1.51, -1.15, -0.79], [0.96, -0.69, -2.40], [-0.86, -1.90, -1.46], [-1.32, -0.23, -1.11], [-1.60, -1.99, 0.74], [0.21, -2.06, 0.73], [0.66, 1.58, -1.75], [2.21, 1.01, -1.29], [0.44, 0.74, 0.90], [-1.00, 2.03, 1.69], [-0.89, 1.43, 2.97], [-1.32, 2.22, 2.57]], "spin_multiplicity": 1, "homo_energy_ev": -3.6, "charge": -1, "homo_lumo_gap_ev": 7.7}

2:
{"formula": "C4H11O3", "method": "the ωB97M-V functional and the def2-TZVPD basis", "species": ["C", "O", "C", "C", "C", "O", "H", "H", "H", "H", "H", "H", "H", "H", "H", "H", "H", "O"], "coordinates": [[-0.97, 1.31, -1.72], [-1.29, 2.54, -2.28], [0.08, 1.24, -0.56], [-0.27, 0.04, 0.33], [1.00, -0.35, 1.37], [0.35, -1.45, 1.93], [-1.89, 0.92, -1.45], [-0.63, 0.78, -2.61], [-1.13, 3.12, -1.59], [0.25, 2.13, 0.10], [0.98, 1.02, -1.21], [-1.00, 0.31, 1.05], [-0.37, -0.77, -0.29], [1.08, 0.38, 2.06], [1.95, -0.63, 0.78], [0.15, -4.09, 1.18], [0.77, -2.74, 1.45], [0.94, -3.75, 1.45]], "spin_multiplicity": 1, "homo_energy_ev": -2.8, "charge": -1, "homo_lumo_gap_ev": 6.1}

Stability ranking, top and bottom: 1 is the most stable and 2 is the least stable.